Below is 3 unconnected molecules or ions with the total composition C3H13NO3, with properties calculated with the ωB97M-V functional and the def2-TZVPD basis.

Positions of all 20 atoms, in Å:
C 0.214 1.046 -2.001
N -0.934 0.936 -1.150
C -1.248 -0.115 -0.241
O -2.483 -0.747 -0.562
C -0.086 1.998 -3.143
H 0.511 0.070 -2.397
H 1.099 1.414 -1.466
H -1.574 1.709 -1.165
H -1.318 0.263 0.781
H -0.429 -0.832 -0.216
H -2.416 -0.907 -1.484
H 0.798 2.398 -3.641
H -0.573 2.897 -2.737
H -0.801 1.621 -3.862
H 0.104 -1.862 2.680
H 1.637 -2.076 2.538
O 0.817 -2.507 2.828
H 1.653 -1.784 4.526
H 2.586 -2.072 5.714
O 2.443 -1.449 4.998

The spin multiplicity is 2. The HOMO-LUMO gap (spin up / spin down) is 2.37 / 8.83 eV. The net charge is -1. Its HOMO energy (spin up / spin down) is 1.0 / -5.5 eV. As for the expectation value of S²: 0.75. The value obtained for the LUMO energy (spin up / spin down) is 3.360 / 3.289 eV. The value obtained for the calculated total energy is -402.51039 a.u. Its energy above the lowest of the compared OMol25 structures with the same formula, charge and spin is 0.327 eV.

Below is 2 unconnected molecules or ions with the total composition C9H11NO2S, with properties calculated with the ωB97M-V functional and the def2-TZVPD basis.

Positions of all 24 atoms, in Å:
C 0.383 0.041 -2.535
C 2.630 -1.223 0.302
C 2.490 -0.273 1.225
C -0.739 -0.593 -0.213
C 2.046 -1.238 -1.112
C 1.733 1.062 1.043
C 1.129 -0.054 -1.365
C -3.611 0.650 0.181
C -2.263 0.749 0.954
N -0.323 0.048 -3.439
O -1.035 -1.696 0.018
O -1.043 0.599 0.166
S 1.525 1.548 -0.750
H 3.212 -2.123 0.582
H 3.023 -0.506 2.082
H 2.725 -1.354 -2.003
H 1.352 -2.112 -1.262
H 0.840 1.187 1.740
H 2.499 1.717 1.371
H -4.448 0.326 0.845
H -4.050 1.641 -0.286
H -3.473 0.037 -0.694
H -2.283 -0.139 1.688
H -2.319 1.705 1.463

The HOMO-LUMO gap (spin up / spin down) is 8.38 / 8.38 eV. The net charge is 0. Its HOMO energy (spin up / spin down) is -8.1 / -8.1 eV. The value obtained for the LUMO energy (spin up / spin down) is 0.254 / 0.255 eV. The value obtained for the calculated total energy is -952.82639 a.u. Its energy above the lowest of the compared OMol25 structures with the same formula, charge and spin is 4.550 eV.

Below is a molecular structure, C18H16Cl3FN2SSiV, with properties calculated with the ωB97M-V functional and the def2-TZVPD basis.

Positions of all 43 atoms, in Å:
V 0.087 -0.177 -0.447
C -2.067 -2.378 -1.021
N -0.897 -1.839 -0.252
C -0.513 -2.597 0.789
C 0.587 -2.152 1.486
C 1.245 -2.449 2.682
C 2.218 -1.465 2.853
C 2.132 -0.598 1.765
N 1.142 -1.002 0.931
C -1.793 -3.757 -1.557
C -2.630 -4.814 -1.230
C -2.386 -6.087 -1.737
C -1.298 -6.305 -2.568
C -0.452 -5.250 -2.896
C -0.699 -3.981 -2.394
H -2.287 -1.686 -1.824
H -2.933 -2.392 -0.358
H -1.054 -3.500 1.052
H 1.019 -3.273 3.347
H 2.915 -1.377 3.672
H 2.721 0.279 1.542
H -3.485 -4.645 -0.581
H -3.046 -6.906 -1.478
H -1.109 -7.296 -2.962
H 0.397 -5.417 -3.548
H -0.037 -3.159 -2.658
F 1.405 0.961 -0.479
Cl -2.095 0.304 2.311
Si -1.407 1.353 0.708
Cl -0.485 3.027 1.310
Cl -2.907 1.681 -0.604
S -0.306 -0.007 -2.580
C 0.968 -0.729 -3.582
C 2.135 -1.269 -3.038
C 3.077 -1.842 -3.877
C 2.861 -1.874 -5.250
C 1.700 -1.333 -5.785
C 0.745 -0.763 -4.956
H 2.317 -1.232 -1.977
H 3.986 -2.261 -3.459
H 3.601 -2.322 -5.902
H 1.533 -1.355 -6.855
H -0.166 -0.344 -5.369

The HOMO-LUMO gap is 6.50 eV. The net charge is +1. Its HOMO energy is -11.9 eV. The value obtained for the LUMO energy is -5.401 eV. The value obtained for the calculated total energy is -3917.07701 a.u. Its energy above the lowest of the compared OMol25 structures with the same formula, charge and spin is 0.121 eV.

Q: What is the net charge in the first record?
A: -1

Q: Look up the net charge of the first one.
A: -1

Q: Among the records above, which one has the highest net charge?
A: C18H16Cl3FN2SSiV